Density functional theory data (ωB97M-V with the def2-TZVPD basis set) for a 2-piece molecular cluster, C4H11N2O overall at a distorted geometry.

relative energy (zero: lowest compared OMol25 entry of this formula, charge and spin) = 241.32 kJ/mol
HOMO = -0.4974 Eh
energy = -9346.35571 eV
lowest unoccupied orbital energy = -3.17 eV
charge = +1

```
18
C4H11N2O ωB97M-V with the def2-TZVPD basis set
C 1.24 1.32 -0.86
C 1.24 0.40 -1.81
N 1.76 1.06 0.48
H 0.72 2.26 -0.96
H 0.72 0.64 -2.72
H 1.79 -0.53 -1.70
H 1.02 0.92 1.21
H 2.30 0.20 0.49
H 2.36 1.85 0.78
O -0.03 -0.03 2.13
C -0.83 -0.81 1.65
C -1.78 -0.54 0.52
N -1.72 -1.67 -0.39
H -0.94 -1.79 2.14
H -2.76 -0.43 0.98
H -1.51 0.42 0.06
H -2.58 -1.75 -0.92
H -1.00 -1.51 -1.08
```